This record from the Open Molecules 2025 dataset describes a 2-piece molecular cluster, C4H12S overall in a non-equilibrium geometry. The level of theory is ωB97M-V/def2-TZVPD.

## Properties
**Structure (SMILES)**: CSC.CC
**LUMO level**: 1.03 eV
**ΔE to the lowest compared entry with this formula, charge and spin**: 33.0 kcal/mol
**Gap between HOMO and LUMO**: 9.580 eV
**HOMO**: -8.551 eV

```
! RIJCOSX wB97M-V def2-TZVPD def2/J DEFGRID3
* xyz 0 1
C 1.91316 1.16382 2.59032
S 0.13145 0.75063 2.03552
C 0.60221 -0.85783 1.43894
H 2.47500 1.32689 1.56924
H 2.31829 0.51208 3.27461
H 1.84175 2.18901 2.94099
H 0.33170 -1.66655 2.24388
H 0.17105 -1.06374 0.55512
H 1.81397 -0.96030 1.24427
C -1.16076 -0.54771 -1.67343
C -1.73974 0.19185 -2.83023
H -0.23974 -1.00283 -1.90122
H -1.00343 0.20337 -0.84000
H -1.82967 -1.34350 -1.13216
H -2.80223 0.05527 -2.95749
H -1.26011 -0.17094 -3.77912
H -1.56285 1.22046 -2.77923
*
```

This record from the Open Molecules 2025 dataset describes one molecule with the formula C2H4Br2O. The level of theory is ωB97M-V/def2-TZVPD.

## Properties
**Structure (SMILES)**: O[C@H](Br)CBr
**LUMO level**: 0.60 eV
**ΔE to the lowest compared entry with this formula, charge and spin**: 0.0 kcal/mol
**Gap between HOMO and LUMO**: 11.035 eV
**HOMO**: -10.433 eV

```
! RIJCOSX wB97M-V def2-TZVPD def2/J DEFGRID3
* xyz 0 1
O -0.21421 -1.47975 -0.18219
C -0.33531 -0.21763 0.30504
Br -2.22916 0.46977 0.02823
C 0.57331 0.72109 -0.45094
Br 2.41924 0.36402 0.05217
H -0.67372 -2.12757 0.36583
H -0.19259 -0.13878 1.38929
H 0.48956 0.54479 -1.52247
H 0.36788 1.76203 -0.20994
*
```

This record from the Open Molecules 2025 dataset describes C21H17N7OS7Ti as an isolated structure in a non-equilibrium geometry. The level of theory is ωB97M-V/def2-TZVPD.

## Properties
**Expectation value of S²**: 2.014
**LUMO level (spin up / spin down)**: 4.32 / 3.92 eV
**ΔE to the lowest compared entry with this formula, charge and spin**: 8.1 kcal/mol
**Gap between HOMO and LUMO (spin up / spin down)**: 6.057 / 5.708 eV
**HOMO (spin up / spin down)**: -1.735 / -1.784 eV

```
! RIJCOSX wB97M-V def2-TZVPD def2/J DEFGRID3
* xyz -2 3
Ti -1.16505 -0.13407 -0.40011
O -2.69006 -5.54932 3.63181
C -2.52198 -4.53994 2.96913
S -1.60463 -3.13596 3.51130
C -1.80261 -2.15204 2.07232
C -2.52407 -2.68914 1.07729
S -2.87099 -1.93326 -0.47461
S -3.16268 -4.30207 1.35201
S -1.00926 -0.57743 2.03114
C 0.44797 -5.47661 -0.09228
C 0.12003 -5.10327 -1.39224
C 0.08655 -3.76285 -1.75011
C 0.36847 -2.77553 -0.81053
C 0.72638 -3.14717 0.47467
C 0.75789 -4.49138 0.83334
N 0.23200 -1.38353 -1.16399
N 0.58382 -1.15886 -2.42095
C -0.00139 -0.05172 -2.97130
C 0.48813 0.43283 -4.20096
C -0.14017 1.48005 -4.80553
C -1.26980 2.04869 -4.19896
C -1.69395 1.53400 -3.00347
N -1.08815 0.50771 -2.37936
H 0.44382 -6.52217 0.19940
H -0.13004 -5.85902 -2.12765
H -0.19918 -3.45805 -2.74701
H 1.00203 -2.37308 1.17804
H 1.01414 -4.76127 1.85138
H 1.35904 -0.05336 -4.62178
H 0.22770 1.86391 -5.75020
H -1.80040 2.87982 -4.64232
H -2.54856 1.94258 -2.48743
S -2.97341 1.58674 0.13280
C -1.67282 2.66660 0.41837
S -0.08410 2.09394 0.04421
C -1.87343 3.96125 0.94377
C -0.77198 4.83146 1.24628
N 0.11001 5.53509 1.50647
C -3.18689 4.48314 1.21142
N -4.22157 4.94951 1.43036
C 1.60563 2.29120 3.15265
N 2.11382 1.16463 2.37219
C 2.83720 1.16114 1.23158
S 3.00949 -0.30758 0.38973
N 3.45906 2.28435 0.76757
C 3.10623 3.69612 0.97234
H 1.01515 1.86905 3.96319
H 0.96384 2.95026 2.57088
H 2.41537 2.86560 3.59550
H 1.55019 0.32681 2.42555
H 3.84005 2.07741 -0.13896
H 3.30779 4.02681 1.98519
H 2.06995 3.91155 0.72913
H 3.74541 4.27644 0.30877
*
```

This record from the Open Molecules 2025 dataset describes one molecule with the formula C15H21N3O2S in a non-equilibrium geometry. The level of theory is ωB97M-V/def2-TZVPD.

## Properties
**Structure (SMILES)**: Cc1cc(C)c(S(=O)(=O)NCCCn2ccnc2)c(C)c1
**LUMO level**: 0.64 eV
**ΔE to the lowest compared entry with this formula, charge and spin**: 49.8 kcal/mol
**Gap between HOMO and LUMO**: 9.316 eV
**HOMO**: -8.676 eV

```
! RIJCOSX wB97M-V def2-TZVPD def2/J DEFGRID3
* xyz 0 1
C 1.71203 -3.30160 -2.80911
C 0.77766 -2.49132 -1.96831
C 0.73106 -2.65687 -0.59419
C -0.08265 -1.86885 0.20802
C -0.05384 -2.09631 1.68830
C -0.87546 -0.89561 -0.39478
S -1.87614 0.14518 0.67224
O -2.55441 1.18195 -0.05105
O -2.68348 -0.68048 1.53382
N -0.69918 0.91975 1.61402
C -0.88804 2.33179 1.86968
C 0.43809 3.03081 2.17000
C 1.35377 3.13357 0.94747
N 1.79904 1.85732 0.45967
C 2.54688 0.93941 1.14084
C 2.77775 -0.08347 0.26786
N 2.19425 0.18694 -0.92753
C 1.61492 1.34538 -0.77764
C -0.88095 -0.73023 -1.77862
C -1.75217 0.25982 -2.48356
C -0.04531 -1.53552 -2.54121
H 1.91646 -4.26595 -2.35057
H 1.30626 -3.45845 -3.80544
H 2.65449 -2.76354 -2.90745
H 1.35259 -3.40788 -0.12812
H -1.02436 -1.89269 2.12948
H 0.69782 -1.45123 2.14390
H 0.22124 -3.12780 1.89915
H -0.53500 0.39499 2.45916
H -1.58180 2.49973 2.70504
H -1.34479 2.74350 0.96800
H 0.95300 2.49612 2.97009
H 0.22522 4.04207 2.52003
H 0.82181 3.63299 0.13375
H 2.23118 3.73863 1.21049
H 2.85854 1.09265 2.15378
H 3.32839 -0.99001 0.41946
H 1.06186 1.85353 -1.54197
H -2.80003 0.07968 -2.25427
H -1.60437 0.18977 -3.55895
H -1.53254 1.27326 -2.15842
H -0.03187 -1.40469 -3.61333
*
```

This record from the Open Molecules 2025 dataset describes C17H14BrNO4Sc as an isolated structure in a non-equilibrium geometry. The level of theory is ωB97M-V/def2-TZVPD.

## Properties
**LUMO level**: 0.84 eV
**Gap between HOMO and LUMO**: 4.388 eV
**HOMO**: -3.547 eV

```
! RIJCOSX wB97M-V def2-TZVPD def2/J DEFGRID3
* xyz -1 1
C -1.65521 -1.07895 -3.57679
C -2.61680 -0.20085 -2.96143
C -1.94462 1.00710 -2.57597
H -3.65402 -0.47786 -2.77700
C -0.55480 0.86595 -2.96829
C -0.39194 -0.41734 -3.57744
H 0.51924 -0.81167 -4.03586
H -1.85638 -2.04634 -4.05054
H -2.34086 1.80257 -1.93558
H 0.26569 1.55381 -2.75903
Sc -1.24384 -0.48077 -1.11911
Br -3.11412 -1.24538 0.36202
C 0.72131 -3.19404 -0.11876
C 1.35092 -2.93573 -1.37494
C 0.47064 -3.38057 -2.40602
H 2.28755 -2.39701 -1.51914
C -0.70295 -3.90859 -1.79544
C -0.55025 -3.78929 -0.37742
H -1.30124 -4.03716 0.36857
H 1.09834 -2.88455 0.85591
H 0.63615 -3.27031 -3.47288
H -1.59863 -4.23641 -2.31595
O 2.17321 1.16350 -0.58904
C 1.26842 0.88843 0.21422
O 0.28652 0.01710 0.02685
C 1.13989 1.55169 1.55086
C 0.01399 1.32411 2.37409
C -0.10811 1.98480 3.58692
C 0.90700 2.88440 3.98700
C 2.03689 3.11894 3.16993
C 2.14361 2.45052 1.95521
N 0.78575 3.56815 5.22969
O -0.23348 3.33384 5.92522
O 1.68876 4.36833 5.57634
H -0.77471 0.64595 2.08092
H -0.95963 1.82508 4.23559
H 2.80577 3.81228 3.49634
H 3.00196 2.62627 1.31095
*
```

This record from the Open Molecules 2025 dataset describes a 2-piece molecular cluster, C6H6N2O2 overall in a non-equilibrium geometry. The level of theory is ωB97M-V/def2-TZVPD.

## Properties
**Structure (SMILES)**: O=c1cc[nH]c(=O)[nH]1.C#C
**LUMO level**: 0.03 eV
**ΔE to the lowest compared entry with this formula, charge and spin**: 106.0 kcal/mol
**Gap between HOMO and LUMO**: 9.326 eV
**HOMO**: -9.297 eV

```
! RIJCOSX wB97M-V def2-TZVPD def2/J DEFGRID3
* xyz 0 1
O -0.60893 -2.42440 1.30189
C -0.56675 -1.33266 0.72109
C 0.09902 -1.04827 -0.50475
C 0.06822 0.19706 -0.93019
N -0.13385 1.17832 0.00645
C -0.75253 1.07612 1.20209
O -0.99325 2.12696 1.84469
N -1.27527 -0.26587 1.31624
H 0.66461 -1.75296 -0.98666
H 0.56843 0.73939 -1.76293
H 0.25984 2.25125 -0.01593
H -1.30512 -0.44714 2.44121
C 1.66496 0.38870 -3.00685
C 2.52492 -0.08840 -2.24442
H 0.99802 0.47662 -3.82985
H 3.26850 -0.43015 -1.69921
*
```

What is the formula in the fifth record? C17H14BrNO4Sc